C2H2O3 | ωB97M-V/def2-TZVPD

The calculation puts the relative energy (zero: lowest compared OMol25 entry of this formula, charge and spin) at 5.159 eV. The SMILES is O=CC1OO1. For the lowest unoccupied orbital energy, the calculation gives 0.3354 eV. The total energy comes out at -302.940745 Ha. For the gap between HOMO and LUMO, the calculation gives 10.41 eV.

```
! RIJCOSX wB97M-V def2-TZVPD def2/J DEFGRID3
* xyz 0 1
O -2.014 -0.590 0.330
C -1.098 -0.184 -0.286
C 0.613 0.086 0.392
O 1.650 -0.619 -0.114
O 1.498 0.766 -0.433
H -1.181 0.087 -1.375
H 0.532 0.454 1.486
*
```

C2H2O3S | ωB97M-V/def2-TZVPD

The calculation puts the relative energy (zero: lowest compared OMol25 entry of this formula, charge and spin) at 5.294 eV. The SMILES is O=S(=O)=C1CO1. For the lowest unoccupied orbital energy, the calculation gives -1.9643 eV. The total energy comes out at -701.145867 Ha. For the gap between HOMO and LUMO, the calculation gives 8.45 eV.

```
! RIJCOSX wB97M-V def2-TZVPD def2/J DEFGRID3
* xyz 0 1
O 2.636 -0.454 -0.696
S 1.401 0.317 -0.735
O 0.868 0.686 -2.007
C -0.206 -0.848 0.216
C -1.251 0.096 0.723
O -0.277 -0.592 1.535
H -0.959 1.015 0.278
H -2.211 -0.220 0.686
*
```

C2H2O3S | ωB97M-V/def2-TZVPD

The calculation puts the relative energy (zero: lowest compared OMol25 entry of this formula, charge and spin) at 1.847 eV. For the lowest unoccupied orbital energy, the calculation gives -0.7892 eV. The total energy comes out at -701.272556 Ha. For the gap between HOMO and LUMO, the calculation gives 8.94 eV.

```
! RIJCOSX wB97M-V def2-TZVPD def2/J DEFGRID3
* xyz 0 1
C -0.339 -0.239 -0.978
C -0.632 0.640 -1.870
O 2.038 -0.315 2.151
O -0.092 -1.043 -0.169
O -0.312 -0.154 2.795
S 0.831 -0.986 2.539
H -0.011 0.818 -2.725
H -1.483 1.281 -1.742
*
```

C2H2O3S | ωB97M-V/def2-TZVPD

The calculation puts the relative energy (zero: lowest compared OMol25 entry of this formula, charge and spin) at 1.391 eV. The SMILES is O=C(O)C(O)=S. For the lowest unoccupied orbital energy, the calculation gives -0.2123 eV. The total energy comes out at -701.289300 Ha. For the gap between HOMO and LUMO, the calculation gives 9.19 eV.

```
! RIJCOSX wB97M-V def2-TZVPD def2/J DEFGRID3
* xyz 0 1
O -1.048 0.698 -1.529
C -0.584 -0.028 -0.636
O -0.715 -1.402 -0.446
C 0.355 0.543 0.468
O 1.646 0.690 0.304
S -0.514 0.751 1.841
H -1.189 -1.902 -1.249
H 2.048 0.651 1.248
*
```